Record 1
This record from the OMol25 dataset describes a 8-piece molecular cluster, C28H76N8O12 overall at a distorted geometry. The level of theory is ωB97M-V/def2-TZVPD.

Summary:
Frontier orbital gap = 9.152 eV
SMILES = COCCNCCOC.COCCNCCOC.COCCNCCOC.COCCNCCOC.NC(N)=O.NC(N)=O.CO.CO
Energy relative to the best compared isomer or geometry (same formula, charge and spin) = 0.0 kJ/mol

Structure (ORCA input):
```
! wB97M-V def2-TZVPD RIJCOSX def2/J DEFGRID3
* xyz 0 1
C 4.54869 -21.77514 3.52271
O 5.49848 -21.94890 2.53208
C 5.24470 -21.21233 1.37027
C 6.49101 -20.94067 0.53504
N 7.08731 -22.20133 0.10153
C 8.40819 -21.94123 -0.45280
C 9.35383 -23.11040 -0.19904
O 9.68985 -23.24072 1.16898
C 10.60693 -24.28901 1.40385
H 4.44198 -20.70226 3.73236
H 4.84722 -22.32147 4.41485
H 3.52329 -22.03345 3.23062
H 4.82914 -20.23811 1.66085
H 4.43019 -21.69381 0.81712
H 7.15899 -20.29302 1.11272
H 6.19953 -20.41439 -0.37646
H 7.08676 -22.87961 0.85086
H 8.81811 -20.96159 -0.19701
H 8.30688 -21.96534 -1.54366
H 10.26898 -23.02050 -0.79198
H 8.80878 -23.99315 -0.55124
H 10.60880 -24.47559 2.48112
H 11.59803 -24.07683 1.00396
H 10.24365 -25.27980 1.10498
C 5.51046 -21.17484 6.74355
O 4.57332 -20.14311 6.50892
C 3.33053 -20.33099 7.15861
C 2.32940 -19.28703 6.68648
N 2.19013 -19.26550 5.21979
C 1.12315 -20.23647 4.85689
C 0.80472 -20.13564 3.35915
O 1.93571 -20.55962 2.58912
C 1.48578 -20.65819 1.23020
H 5.12449 -22.14322 6.41119
H 5.67266 -21.28162 7.81830
H 6.39981 -20.94176 6.16372
H 3.51940 -20.21320 8.23392
H 3.00936 -21.37556 7.08906
H 2.63304 -18.25680 6.89676
H 1.36227 -19.34618 7.18465
H 3.05815 -19.62576 4.83884
H 0.23090 -20.11745 5.46734
H 1.49265 -21.26203 4.97253
H 0.38193 -19.14823 3.16139
H -0.02081 -20.84485 3.22681
H 0.77306 -19.88009 0.95189
H 0.92088 -21.58888 1.11874
H 2.34392 -20.67417 0.56171
C 7.40503 -11.80855 3.45491
O 6.92385 -13.12993 3.26084
C 5.82211 -13.47711 4.08380
C 5.37712 -14.91687 3.71184
N 6.11151 -15.90648 4.51896
C 5.61396 -17.28470 4.47875
C 6.07455 -17.99497 3.18536
O 7.43437 -17.86616 2.85154
C 8.37868 -18.49673 3.72095
H 7.64574 -11.58619 4.49689
H 6.61509 -11.11989 3.13686
H 8.26275 -11.56656 2.83041
H 4.94781 -12.84728 3.88553
H 6.06509 -13.38024 5.14355
H 5.46694 -15.02239 2.62702
H 4.30361 -14.96032 3.90906
H 6.95878 -16.00866 3.96428
H 4.52435 -17.35491 4.54077
H 5.89861 -17.83594 5.37791
H 5.53572 -17.57264 2.33690
H 5.80768 -19.05291 3.29689
H 8.50977 -19.54860 3.46167
H 7.99368 -18.40236 4.73811
H 9.27741 -17.89962 3.57865
C 11.70441 -17.90863 5.82098
O 12.62313 -18.80095 5.23490
C 12.03974 -19.58554 4.20557
C 13.08371 -20.49956 3.57100
N 13.76666 -21.29695 4.59324
C 15.06052 -21.79715 4.09928
C 14.98260 -22.89360 3.02897
O 14.64212 -24.09473 3.64527
C 14.14590 -25.10805 2.81409
H 11.39682 -17.07552 5.18638
H 12.16138 -17.51841 6.73205
H 10.80217 -18.36212 6.24502
H 11.66586 -18.91482 3.42774
H 11.23526 -20.21041 4.60264
H 13.84337 -19.93352 3.01344
H 12.72071 -21.17603 2.79703
H 13.85842 -20.62403 5.34746
H 15.51201 -22.31856 4.94738
H 15.76726 -21.01620 3.80567
H 15.97209 -22.96384 2.56295
H 14.27967 -22.66686 2.22161
H 15.01664 -25.60398 2.37680
H 13.39578 -24.87026 2.05525
H 13.61556 -25.80029 3.46902
N 12.73694 -24.78107 5.72623
C 11.47660 -24.38436 5.85997
N 11.30175 -23.06956 5.60921
O 10.54553 -25.04137 6.34244
H 13.29218 -24.14913 5.16662
H 12.90496 -25.76791 5.82249
H 10.40497 -22.64877 5.80318
H 12.12765 -22.48829 5.57808
N 8.83230 -24.58019 8.62769
C 7.91824 -23.64624 8.56143
N 7.39712 -23.22740 9.71488
O 7.55249 -23.17435 7.47197
H 9.36537 -24.86312 7.81656
H 9.17281 -24.77682 9.55383
H 6.68452 -22.52147 9.73409
H 7.76130 -23.57449 10.58405
C 6.61065 -25.28992 2.12261
O 6.49276 -26.68144 2.40837
H 6.53847 -24.81177 3.10079
H 7.60004 -25.10315 1.69929
H 5.84903 -24.86460 1.46824
H 6.38877 -26.77233 3.35569
C 8.46611 -22.25732 4.02663
O 8.76267 -21.76470 5.31346
H 7.63827 -21.67874 3.61667
H 9.35935 -22.15910 3.40397
H 8.30261 -23.33809 4.03601
H 8.39328 -22.38009 5.96329
*
```

Record 2
This record from the OMol25 dataset describes C6H12O23Rb3S5Y as an isolated structure at a distorted geometry. The level of theory is ωB97M-V/def2-TZVPD.

Summary:
Frontier orbital gap = 3.847 eV

Structure (ORCA input):
```
! wB97M-V def2-TZVPD RIJCOSX def2/J DEFGRID3
* xyz -2 1
Rb 2.66803 2.73941 0.98402
Rb 3.03141 -0.70309 -1.85434
Rb -3.30210 -1.02918 0.05431
Y 0.59380 -1.46134 2.01598
S -1.44183 -3.50153 1.63485
O 0.00447 -3.61481 1.50979
O -1.96642 -4.33550 2.73862
O -1.49127 -2.09311 1.94517
O -2.08954 -3.77177 0.33488
S 0.32303 -1.28417 4.96159
O -0.99566 -1.59266 5.56097
O 1.45304 -1.08166 5.90236
O 0.79718 -2.27313 4.06351
O 0.11436 -0.28729 3.86872
S 0.05075 0.16714 -0.37694
O 0.50399 -1.22809 -0.19710
O -0.29135 0.27411 1.06022
O 1.15262 1.02833 -0.79159
O -1.19858 0.23719 -1.07155
S 3.47933 -0.92908 1.65332
O 4.58253 -1.45619 2.48421
O 2.50330 -0.07528 2.32524
O 4.11114 -0.20971 0.48763
O 2.69319 -2.03879 1.13804
C -1.53245 3.39978 -1.78954
C -0.36111 3.76402 -0.85057
O -0.78955 4.97281 -0.17877
C -0.22212 5.39610 0.94164
O 0.77082 4.90211 1.46903
O -0.92647 6.49298 1.40209
C -2.18416 6.93427 0.82431
H -2.43691 3.11872 -1.25003
H -1.37154 2.46473 -2.32609
H -1.69104 4.28037 -2.41204
H 0.54332 3.78886 -1.45842
H -0.30697 3.02065 -0.05523
H -3.01973 6.88504 1.52252
H -2.37614 6.33233 -0.06389
H -2.16005 7.97089 0.48828
C -0.24957 -4.94010 -2.76116
C 0.03034 -3.55523 -2.32397
O 1.18148 -3.39602 -3.08910
S 0.91578 -3.85704 -4.69933
O 2.11762 -4.42242 -5.31254
O 0.14908 -2.89610 -5.45086
O -0.14923 -4.97159 -4.15517
H -1.27024 -5.25425 -2.54291
H 0.44701 -5.63974 -2.29923
H 0.30886 -3.38364 -1.28422
H -0.70231 -2.88716 -2.77675
*
```

Record 3
This record from the OMol25 dataset describes a 2-piece molecular cluster, C6H11N3O overall at a distorted geometry. The level of theory is ωB97M-V/def2-TZVPD.

Summary:
Frontier orbital gap = 9.741 eV
SMILES = Cc1c[nH]cn1.CC(N)=O
Energy relative to the best compared isomer or geometry (same formula, charge and spin) = 30.4 kJ/mol

Structure (ORCA input):
```
! wB97M-V def2-TZVPD RIJCOSX def2/J DEFGRID3
* xyz 0 1
C -1.98114 0.69865 -1.55113
C -0.76511 -0.03196 -1.94757
C -0.26866 -1.21390 -1.51226
N 0.94406 -1.38185 -2.13514
C 1.06035 -0.36167 -3.02539
N 0.08288 0.47438 -2.93072
H -1.93686 1.30224 -0.63723
H -2.81930 0.02491 -1.36427
H -2.34720 1.43385 -2.26056
H -0.55278 -1.93861 -0.77348
H 1.45539 -2.24782 -2.09552
H 1.93107 -0.30080 -3.65334
C 0.63909 0.59052 3.73484
C 0.50269 -0.15668 2.42597
N 0.58590 0.55451 1.27934
O 0.24618 -1.34899 2.43247
H 0.20279 -0.08623 4.45287
H 0.27999 1.62339 3.79241
H 1.69642 0.70007 4.00394
H 0.30341 0.12296 0.41456
H 0.74085 1.54303 1.35021
*
```